[1]
DFT (ωB97M-V/def2-TZVPD) results for a cluster of 2 separate species, C7H10N2S in total.

Highest occupied orbital energy: -8.72 eV
HOMO-LUMO gap: 9.20 eV
ΔE to the lowest compared entry with this formula, charge and spin: 63.7 kcal per mole
SMILES string: Cn1ccnc1.C#CSC

Each line ends with the natural charge from an NBO analysis.
Atoms and positions in Å:
S -1.10583 0.08067 -1.72483  0.2229
N 1.79740 0.87282 3.20840  -0.4633
N 1.57481 0.10330 1.09423  -0.3532
C 1.31617 1.51615 1.07251  -0.1293
C 1.23475 -0.92179 0.14336  -0.3842
C -2.99471 -2.14961 -1.47221  -0.2332
C -1.25050 0.48482 -3.58230  -0.6885
C 1.80380 -0.14756 2.39486  0.1889
C -2.26607 -1.18993 -1.50228  -0.2407
C 1.46471 1.94570 2.37357  -0.0804
H -2.05625 -0.14509 -3.99474  0.2515
H -0.43333 -0.07054 -4.02596  0.2192
H 0.16659 -0.97513 0.00526  0.2042
H -3.69329 -2.90131 -1.26698  0.2360
H 1.63502 -1.85004 0.49151  0.2110
H 1.48166 2.87523 2.73949  0.1954
H 1.58275 -0.68122 -0.84414  0.2064
H 2.05968 -1.12149 2.77126  0.1870
H 1.27796 2.15716 0.21196  0.2165
H -1.13600 1.53695 -3.62182  0.2338

Forces on atoms 1 to 3 (eV/Å):
S -1.3 -0.3 -1.0
N -0.5 0.7 -1.0
N -0.5 2.4 0.5

=====

[2]
DFT (ωB97M-V/def2-TZVPD) results for a cluster of 2 separate species, C4H11N2O in total.

Highest occupied orbital energy: -12.74 eV
HOMO-LUMO gap: 8.78 eV
ΔE to the lowest compared entry with this formula, charge and spin: 115.5 kcal per mole
Net charge: +1

Each line ends with the natural charge from an NBO analysis.
Atoms and positions in Å:
O -1.53669 -1.55077 -0.26857  -0.5471
N 0.62483 -0.50884 0.61714  -0.5356
N 0.52220 1.10134 -1.18382  -0.8180
C 1.85171 -1.26259 0.16227  -0.4145
C -0.09682 0.24667 -0.37531  0.2366
C -1.59085 1.25754 0.94992  -0.5133
C -1.27774 -0.52292 -0.85312  0.3631
H 0.14888 1.14547 -2.08210  0.4177
H -0.14995 -1.09632 0.93286  0.4698
H 0.82226 0.04600 1.40234  0.4311
H 1.38599 -2.29912 0.11183  0.2456
H -1.29409 2.20409 0.83656  0.1921
H 1.44180 1.58192 -0.87957  0.4300
H -1.39385 0.87771 1.91217  0.1952
H 2.56418 -1.27207 0.90107  0.2351
H 2.18132 -0.89016 -0.74860  0.2340
H -2.37654 1.00063 0.34638  0.1999
H -1.82663 -0.05858 -1.78145  0.1784

Forces on atoms 1 to 3 (eV/Å):
O -0.7 0.0 -0.5
N 0.5 0.1 -0.4
N 3.7 1.2 1.6

=====

[3]
DFT (ωB97M-V/def2-TZVPD) results for a cluster of 14 separate species, C15H58N18O14 in total.

Highest occupied orbital energy: -7.74 eV
HOMO-LUMO gap: 7.63 eV
ΔE to the lowest compared entry with this formula, charge and spin: 0.0 kcal per mole

Each line ends with the Löwdin charge.
Atoms and positions in Å:
O -2.22861 -2.42948 2.33323  -0.1327
O 1.18239 -4.22052 0.47263  -0.1376
O 0.24070 -1.34105 -3.93679  -0.1383
O -3.03616 0.88814 0.09808  -0.1447
O 3.58492 4.75098 -1.47437  -0.0938
O 0.75003 1.06783 -0.65620  -0.1141
O -1.08021 0.18216 2.98780  -0.1150
O 0.38761 -1.97495 4.78925  -0.1084
O 1.14305 4.45388 1.31592  -0.1565
O 3.34929 0.68444 1.03910  -0.1188
O -1.02858 4.56104 -3.53802  -0.1361
O 4.61996 -1.04525 -1.49050  -0.1783
O 1.14341 1.56323 -4.07960  -0.1505
O -3.27998 -1.84152 -1.31101  -0.1353
N -4.06926 0.03222 -2.41151  0.1759
N 3.24084 0.64736 -2.46153  0.1894
N -4.63515 -1.86150 -3.27473  0.1561
N -0.44182 4.29725 -1.29545  0.1923
N 3.19832 -0.82969 2.91499  0.1178
N -4.48949 1.04389 1.96312  0.1197
N -0.08503 2.38958 1.79541  0.1812
N -4.56575 -0.75263 0.82118  0.1801
N 4.52969 -1.36072 1.24412  0.1766
N -1.33493 -0.10481 5.31032  0.1588
N 2.94047 -1.54517 -3.01088  0.1692
N 4.67041 2.75486 -1.34185  0.1335
N 1.30929 -2.74243 2.76463  0.1725
N -2.95776 0.81703 4.17720  0.1810
N -0.47222 4.14949 2.98844  0.1342
N -1.63389 2.75687 -2.08007  0.1794
N 0.15251 -4.08630 3.95413  0.1507
N 3.10444 3.05181 0.02632  0.1701
C -1.03434 3.86955 -2.35632  -0.6646
C 1.64733 2.83112 -3.85377  -0.1648
C -0.91600 -2.16282 -3.74747  -0.1165
C 3.64363 -0.51330 1.69650  -0.5367
C 0.62411 -2.89018 3.83341  -0.6675
C 3.76289 3.52611 -0.98004  -0.7471
C 0.20723 -0.14513 -1.04135  -0.3212
C -3.97185 -1.25070 -2.34291  -0.6418
C -0.29110 -0.77867 0.20954  -0.0757
C -1.81328 0.24124 4.13240  -0.5943
C 3.59824 -0.61304 -2.36410  -0.5398
C 1.45175 -3.55872 -0.71071  -0.1550
C -4.03825 0.39165 0.98811  -0.6145
C -2.20434 -3.50761 1.49526  -0.1879
C 0.21126 3.64356 2.02161  -0.6009
H 2.56032 0.99376 -3.16048  0.0756
H -0.88846 3.61780 3.79622  0.1409
H -4.14890 -1.41631 0.09941  0.0871
H -1.96083 2.35044 -2.93814  0.1054
H -2.42974 -3.09616 0.55311  0.0364
H -1.42713 -1.87891 2.16935  0.0527
H 1.76820 -1.82399 2.60453  0.0671
H -3.41889 0.87492 3.26526  0.0452
H -1.32831 2.17356 -1.32815  0.0696
H -3.54842 0.94856 4.91384  0.0820
H -0.74358 1.81857 2.39416  0.0851
H 0.58288 -1.18095 0.83177  0.1050
H -2.96516 -4.22480 1.80015  0.0851
H 1.70861 -4.18835 -1.54758  0.0845
H -0.65039 0.08237 -1.61941  0.0877
H 4.81437 -2.26001 1.57273  0.1141
H 0.46926 1.95240 0.99303  0.1090
H -0.50235 3.84923 -0.40372  0.0760
H 2.21191 3.58241 0.34508  0.0860
H -1.85181 -1.60054 -4.14331  0.0997
H 1.99077 -1.41204 -3.42787  0.0888
H 3.84622 1.34548 -2.01036  0.0647
H -4.17699 2.04649 1.99556  0.1723
H -0.84341 -3.14086 -4.31313  0.1000
H -0.04824 -0.46602 -3.98740  0.0210
H -1.22324 -4.01625 1.59251  0.0607
H 0.83525 -5.12120 0.26393  0.1287
H -4.88022 0.46974 -2.88408  0.1399
H -5.43017 0.79480 2.43046  0.1922
H -0.39679 -0.51140 5.21399  0.0588
H 3.37117 -1.64008 3.48338  0.1140
H -0.58261 -4.14004 4.63984  0.1161
H 1.05659 3.66317 -4.37347  0.1108
H -0.91293 -1.54474 -0.14979  0.0341
H -5.12966 -1.44968 -4.11427  0.1566
H 2.23094 -2.84798 -0.62833  0.0631
H 1.29480 -3.39878 1.95617  0.0792
H 3.25462 -2.47748 -2.84170  0.0998
H -4.72668 -2.87400 -3.14473  0.1297
H 1.54852 1.14141 -1.22082  0.0560
H 1.74540 3.07773 -2.80778  0.0593
H 0.66628 1.41333 -4.90244  0.1059
H -4.82752 -1.32764 1.63569  0.1368
H 2.66152 -0.01676 3.35219  0.1716
H 0.53148 -3.06017 -1.08452  0.0794
H 1.04937 -0.68137 -1.57441  0.1118
H -3.72641 0.56238 -1.58576  0.0762
H -0.13453 5.12127 3.09143  0.1300
H -1.57187 0.13567 6.29631  0.1422
H 0.21071 5.07778 -1.42575  0.1423
H 3.05111 2.01991 0.14007  0.0340
H 5.45175 3.14188 -1.93285  0.1734
H 0.15327 -4.89866 3.24896  0.1558
H 2.69141 2.85455 -4.25699  0.0982
H -1.17558 -2.31722 -2.70290  0.0440
H -0.99056 -0.09497 0.66693  0.0448
H 4.76389 -1.15880 0.25709  0.0624
H 5.03499 2.11747 -0.70652  0.1011

Forces on atoms 1 to 3 (eV/Å):
O 0.6 1.9 1.9
O -0.3 -2.4 0.5
O 0.2 -2.7 -0.2

=====

[4]
DFT (ωB97M-V/def2-TZVPD) results for a cluster of 2 separate species, C3H4O2 in total.

Highest occupied orbital energy: -9.30 eV
HOMO-LUMO gap: 9.99 eV
ΔE to the lowest compared entry with this formula, charge and spin: 43.3 kcal per mole
SMILES string: C=C=O.C=O

Each line ends with the natural charge from an NBO analysis.
Atoms and positions in Å:
O 0.60066 -0.98659 -1.35889  -0.5076
O -1.02161 -0.21593 1.62299  -0.4796
C -0.80268 1.58181 -0.07392  -0.7923
C 1.07600 -1.47297 -0.36167  0.2790
C -0.93149 0.63617 0.82575  0.7222
H -1.33886 2.51370 0.05149  0.2634
H 1.64796 -0.87189 0.37274  0.1139
H -0.18234 1.38686 -0.94289  0.2842
H 0.95231 -2.54489 -0.11810  0.1167

Forces on atoms 1 to 3 (eV/Å):
O 0.3 -0.3 0.5
O 0.0 0.8 -0.7
C 0.0 -0.1 0.1

=====

[5]
DFT (ωB97M-V/def2-TZVPD) results for a cluster of 2 separate species, C3H9NO in total.

Highest occupied orbital energy (alpha / beta): -8.27 / -7.22 eV
HOMO-LUMO gap (alpha / beta): 9.32 / 7.94 eV
ΔE to the lowest compared entry with this formula, charge and spin: 138.9 kcal per mole

Each line ends with the natural charge from an NBO analysis.
Atoms and positions in Å:
O -0.78355 -1.04410 -0.53612  -0.3873
N -1.78332 -0.33436 0.00993  -0.2085
C 2.05399 -0.06957 -0.41407  -0.6778
C -1.99256 1.11381 0.06459  -0.4370
C 1.28074 -1.02306 0.44510  -0.2173
H 1.00978 -0.60787 1.35274  0.1680
H 1.36353 -2.00963 0.17126  0.1782
H -1.18562 1.48178 0.66593  0.1899
H -2.95230 1.38667 0.38736  0.2137
H 1.76061 -0.17713 -1.39734  0.2225
H 1.96807 1.00784 0.02657  0.2004
H 3.17096 -0.27843 -0.59930  0.2106
H -1.80438 1.45660 -0.87788  0.2083
H -2.10595 -0.90254 0.70123  0.3366

Forces on atoms 1 to 3 (eV/Å):
O -0.4 2.3 0.1
N 0.9 -0.8 -2.1
C 1.8 1.4 2.3

=====

[6]
DFT (ωB97M-V/def2-TZVPD) results for a structure of composition C6H13FeO5.

Highest occupied orbital energy (alpha / beta): -10.38 / -13.89 eV
HOMO-LUMO gap (alpha / beta): 6.02 / 6.70 eV
ΔE to the lowest compared entry with this formula, charge and spin: 0.0 kcal per mole
⟨S²⟩: 12.0244
Net charge: +1
Multiplicity: 7

Each line ends with the natural charge from an NBO analysis.
Atoms and positions in Å:
Fe 0.00631 0.54196 2.56260  1.8747
O -1.70191 0.47372 3.38789  -0.7843
O 1.97937 1.11166 -3.08770  -0.4970
O 1.14642 2.60704 -1.50694  -0.6991
O -0.58502 -1.10070 1.52965  -0.5905
O 1.48697 0.58454 1.37790  -0.7486
C -2.00909 -1.13921 1.61649  -0.1081
C 1.42750 -0.44924 0.45794  -0.1473
C 2.13820 1.74870 -1.89401  0.3253
C 0.75019 0.43806 -3.29014  -0.2652
C -2.36642 -0.69620 3.03617  -0.1150
C 0.01561 -0.98439 0.23971  -0.1159
H -0.57924 -0.27181 -0.35897  0.1826
H 0.01442 -1.95768 -0.27519  0.2319
H 1.79870 -0.02547 -0.55793  0.2266
H 3.12482 2.21423 -1.83252  0.1661
H 0.55451 -0.27040 -2.46895  0.1415
H -2.42705 -0.43208 0.87901  0.1946
H -2.37756 -2.15157 1.39049  0.2274
H 0.84131 -0.11884 -4.22820  0.2229
H 2.06715 -1.29290 0.78595  0.2104
H -3.46652 -0.57792 3.07420  0.2171
H 0.36768 2.12884 -1.19930  0.4658
H -2.11784 -1.52736 3.72791  0.1992
H -0.08848 1.14703 -3.36608  0.1847

Forces on atoms 1 to 3 (eV/Å):
Fe 0.1 0.2 0.0
O 2.4 0.4 -1.1
O 0.2 -0.2 0.2

=====

So what do the calculations give for largest force on an atom? Going down the list: 4.75 4.87 10.86 1.03 3.46 3.11 eV/Å.